# 1
The following is a quantum chemistry calculation of 6 unconnected molecules or ions with the total composition C32H81N5O12 in a non-equilibrium geometry, from OMol25.

CARTESIAN COORDINATES (ANGSTROEM)
1 O 9.669 7.425 30.201
2 O 15.139 10.060 27.343
3 O 20.818 7.972 28.959
4 O 1.810 6.031 26.984
5 O 5.703 9.990 23.634
6 O 13.448 18.364 22.537
7 O 12.044 16.448 28.540
8 O 2.614 11.213 33.608
9 O 12.588 7.500 32.292
10 O 4.237 3.571 36.597
11 O -0.321 3.453 36.374
12 O -2.447 9.999 32.631
13 N 0.202 10.742 31.563
14 N 2.282 3.843 38.886
15 N 17.999 9.072 29.515
16 N 3.993 7.303 25.645
17 N 11.880 18.317 25.806
18 C 3.110 5.756 27.504
19 C 12.809 19.217 21.608
20 C 11.989 15.851 29.748
21 C 19.235 9.825 29.295
22 C 12.252 18.608 27.162
23 C 2.423 10.312 32.556
24 C 1.424 4.205 37.736
25 C 11.311 7.951 31.847
26 C 4.248 6.687 26.939
27 C 2.840 10.687 34.875
28 C 12.932 18.678 24.868
29 C -2.097 11.396 32.453
30 C 11.541 17.809 28.409
31 C 16.196 10.348 28.312
32 C -0.582 11.741 32.375
33 C 0.267 3.214 37.615
34 C 4.907 8.372 25.336
35 C 0.763 5.258 27.691
36 C 3.374 2.815 38.613
37 C 4.633 3.219 37.896
38 C 12.750 17.799 23.652
39 C 14.219 11.030 27.158
40 C 5.127 4.431 36.044
41 C 1.608 11.006 31.429
42 C -1.138 2.485 35.811
43 C 5.317 10.802 22.535
44 C 17.188 9.143 28.318
45 C 21.612 8.163 30.057
46 C 10.840 6.891 30.833
47 C -2.572 9.538 33.880
48 C 20.263 9.157 28.403
49 C 4.700 8.901 23.933
50 H 4.798 9.065 26.170
51 H 12.534 16.463 30.467
52 H 3.347 4.710 27.311
53 H -0.109 9.788 31.674
54 H 11.949 19.655 27.159
55 H 4.295 11.136 22.717
56 H 13.346 11.049 27.809
57 H 11.794 17.313 25.735
58 H -2.074 2.160 36.265
59 H 5.456 2.505 37.853
60 H 9.397 8.227 30.654
61 H 2.024 4.456 36.861
62 H -0.129 11.826 33.363
63 H -1.657 9.671 34.458
64 H 0.874 5.136 37.873
65 H 10.930 15.812 30.002
66 H 13.264 20.155 21.926
67 H 3.084 5.846 28.590
68 H -0.552 12.728 31.913
69 H 13.115 19.731 24.656
70 H 0.968 4.208 27.898
71 H 4.507 7.425 27.699
72 H 4.681 5.117 35.325
73 H -3.451 9.831 34.454
74 H 2.788 4.665 39.182
75 H 16.792 11.217 28.033
76 H 1.927 12.034 31.257
77 H 10.466 17.786 28.230
78 H 1.966 10.052 35.022
79 H 13.138 16.850 24.020
80 H 11.697 17.623 23.431
81 H -1.564 2.806 34.860
82 H 14.551 12.068 27.174
83 H 2.029 9.367 32.930
84 H -0.377 3.180 38.495
85 H 19.689 8.921 27.507
86 H 5.883 7.890 25.384
87 H 3.735 10.072 34.970
88 H 21.914 9.154 30.398
89 H 5.156 6.085 26.897
90 H -0.499 1.704 35.397
91 H 0.707 2.217 37.611
92 H 5.425 10.341 21.553
93 H 13.332 18.547 27.297
94 H 3.453 10.128 32.250
95 H 21.112 7.957 31.003
96 H 11.608 6.802 30.064
97 H 4.792 8.098 23.202
98 H 13.225 7.621 31.584
99 H 3.055 7.671 25.571
100 H 20.935 9.974 28.143
101 H -0.151 5.175 27.102
102 H 13.225 18.959 20.634
103 H 22.559 7.669 29.840
104 H 13.819 10.929 26.149
105 H 12.382 14.835 29.723
106 H 5.815 4.999 36.672
107 H 2.672 11.258 35.788
108 H 10.506 7.945 32.583
109 H 16.676 8.183 28.263
110 H 18.879 10.760 28.863
111 H 11.418 8.934 31.389
112 H 18.328 8.117 29.508
113 H 5.950 11.686 22.605
114 H 10.569 5.975 31.359
115 H 13.921 18.483 25.281
116 H 11.771 19.336 21.297
117 H 3.746 2.495 39.586
118 H 0.540 5.718 28.654
119 H 5.027 4.135 38.336
120 H 3.718 9.363 23.828
121 H 11.634 18.368 29.340
122 H 15.874 10.615 29.319
123 H 2.853 1.912 38.295
124 H 5.782 3.858 35.387
125 H -2.680 8.462 33.743
126 H 1.776 10.579 30.440
127 H 19.724 10.285 30.154
128 H 17.717 9.256 27.372
129 H -2.651 11.905 31.664
130 H -2.580 11.927 33.273

Atoms 1-6, force components in eV/Å:
-0.209 -0.506 -0.378
2.614 -0.912 1.750
-1.136 1.109 -1.576
-1.044 -1.000 0.683
-1.181 -1.863 0.360
-0.736 -2.392 0.584

## Properties
E_tot, eV: -66503.258
Energy above the lowest of the compared OMol25 structures with the same formula, charge and spin, kcal/mol: 183.0
Kohn-Sham gap, eV: 8.5
Structure (SMILES): COCCNCCOC.COCCNCCOC.COCCNCCOC.COCCNCCOC.COCCNCCOC.OCCO

Here are the Mulliken charges for atoms 1 to 5, given in e: -0.490 -0.301 -0.384 -0.330 -0.309

# 2
The following is a quantum chemistry calculation of a molecular structure, C32H82BF4N6O10Pd in a non-equilibrium geometry, from OMol25.

CARTESIAN COORDINATES (ANGSTROEM)
1 Pd -1.899 -0.514 1.511
2 F -1.040 -0.221 -0.457
3 F 1.290 -0.364 -0.500
4 F 0.078 0.491 1.262
5 F 0.209 1.646 -0.683
6 O 1.524 -4.525 2.299
7 O -4.731 4.975 1.782
8 O -2.143 4.473 -3.740
9 O 0.521 4.499 1.580
10 O -4.011 -0.991 0.898
11 O 3.444 -4.005 -2.118
12 O 4.367 -8.065 -4.899
13 O -1.998 -2.576 0.204
14 O -1.443 0.822 3.273
15 O 3.530 2.806 -1.866
16 N -1.612 3.682 -0.121
17 N 3.879 0.547 -0.155
18 N -2.906 1.440 1.116
19 N 4.329 -7.051 -1.838
20 N -1.834 5.907 2.247
21 N -0.629 -2.147 2.676
22 C 4.111 -8.749 -6.088
23 C -0.643 5.839 3.177
24 C 3.375 -8.198 -3.823
25 C -2.091 3.654 -2.554
26 C -2.174 2.027 3.381
27 C -0.786 5.478 -1.490
28 C 4.938 -0.788 -1.767
29 C -3.918 1.260 0.092
30 C -5.813 4.874 0.883
31 C 3.358 -6.988 -2.913
32 C -3.061 6.319 2.904
33 C -4.824 0.128 0.491
34 C 0.646 5.688 2.350
35 C 3.552 1.452 -2.327
36 C -4.305 6.322 1.974
37 C -1.168 -3.657 0.797
38 C 4.576 0.659 -1.433
39 C -1.258 -3.445 2.319
40 C 1.571 -3.340 3.117
41 C 2.569 3.599 -2.555
42 C 2.267 -5.640 2.761
43 C -1.923 4.504 -1.303
44 C -2.335 -2.847 -1.202
45 C -1.953 3.796 -4.956
46 C 2.347 -3.661 -1.264
47 C -0.520 0.775 4.409
48 C 1.821 3.901 1.307
49 C 4.525 -4.657 -1.372
50 C 4.226 -6.069 -0.794
51 C -4.854 -2.165 1.080
52 C -3.392 1.907 2.424
53 C 0.801 -2.172 2.437
54 B 0.180 0.377 -0.159
55 H 0.014 1.709 4.587
56 H -3.050 -3.655 -1.044
57 H -2.020 4.534 -5.755
58 H -3.483 1.006 -0.875
59 H 0.862 6.525 1.686
60 H -0.175 -3.665 0.349
61 H -0.560 6.787 3.708
62 H 2.804 -6.168 1.974
63 H -1.515 -3.213 -1.820
64 H 3.391 1.420 -0.012
65 H -2.891 7.305 3.337
66 H -0.916 2.976 -0.312
67 H -6.722 5.382 1.207
68 H 5.368 -4.626 -2.062
69 H 2.018 -4.646 -0.934
70 H 2.339 4.338 0.454
71 H 2.493 -3.051 -0.373
72 H -1.482 2.835 3.141
73 H 1.466 5.705 3.067
74 H -4.049 1.174 2.893
75 H -3.887 2.878 2.387
76 H -1.008 4.228 0.477
77 H -1.158 0.578 5.271
78 H 0.099 -0.121 4.368
79 H -2.811 -1.988 -1.675
80 H 2.967 3.673 -3.567
81 H 2.449 4.613 -2.175
82 H -2.956 2.994 -2.491
83 H 1.196 -1.335 3.012
84 H 5.496 1.242 -1.390
85 H -4.223 -2.946 1.504
86 H -1.020 3.232 -4.983
87 H 5.213 -0.872 -2.818
88 H 3.087 -0.053 -0.338
89 H 5.756 -1.170 -1.157
90 H -2.534 2.258 0.656
91 H 1.217 -3.549 4.126
92 H 1.759 2.833 1.098
93 H 5.213 -6.896 -2.301
94 H -1.594 -4.624 0.530
95 H -5.358 -2.495 0.171
96 H 3.523 -9.140 -3.296
97 H -0.643 6.138 -0.635
98 H 2.614 -3.036 3.214
99 H 4.037 -9.810 -5.851
100 H 2.392 -8.255 -4.290
101 H -5.600 -1.862 1.814
102 H 3.936 1.483 -3.347
103 H 3.241 -8.414 -6.654
104 H -5.981 3.797 0.896
105 H -4.481 2.142 -0.212
106 H 3.590 -6.094 -3.492
107 H -5.101 6.916 2.425
108 H 2.386 -6.810 -2.453
109 H -4.130 6.744 0.985
110 H -0.733 4.955 3.808
111 H -2.699 3.092 -5.325
112 H -5.379 0.419 1.383
113 H 1.467 -3.363 -1.836
114 H 4.052 -1.414 -1.661
115 H -3.323 5.667 3.738
116 H -0.906 6.118 -2.364
117 H 4.992 -8.619 -6.717
118 H -5.499 -0.139 -0.322
119 H -2.001 5.129 1.627
120 H 1.592 -6.403 3.150
121 H 3.276 -6.307 -0.315
122 H 5.003 -6.339 -0.079
123 H 1.599 3.102 -2.552
124 H 1.014 -2.015 1.379
125 H 2.427 4.009 2.207
126 H -2.857 5.047 -1.158
127 H -1.218 3.021 -2.711
128 H -2.312 -3.452 2.597
129 H 0.161 4.952 -1.612
130 H 4.861 -3.979 -0.588
131 H 2.554 1.016 -2.281
132 H -0.731 -4.256 2.821
133 H -2.588 2.147 4.383
134 H 3.026 -5.419 3.512
135 H -0.541 -2.034 3.676
136 H -5.583 5.104 -0.157

Atoms 1-6, force components in eV/Å:
-0.172 0.681 1.854
-0.123 -0.710 -2.480
-0.657 -0.578 -0.180
0.869 -0.043 0.533
0.529 -0.035 -0.485
0.234 0.294 -0.140

## Properties
Total charge: +2
E_tot, eV: -78937.404
Kohn-Sham gap (spin up / spin down), eV: 7.7 / 2.5
Multiplicity: 4

Here are the Mulliken charges for atoms 1 to 5, given in e: 0.046 0.099 0.281 0.115 -0.671

# 3
The following is a quantum chemistry calculation of 10 unconnected molecules or ions with the total composition C32H84N3O16 in a non-equilibrium geometry, from OMol25.

CARTESIAN COORDINATES (ANGSTROEM)
1 O -1.834 3.189 -4.079
2 O 3.461 -1.115 -0.412
3 O -4.707 -0.932 -1.357
4 O 4.608 0.930 2.631
5 O 0.837 -5.109 4.220
6 O -2.763 2.563 3.134
7 O -0.319 3.850 1.571
8 O -3.176 2.910 -1.860
9 O -6.330 0.458 -4.366
10 O 0.832 -0.550 -4.142
11 O 1.780 1.964 2.644
12 O -0.543 -2.543 -5.781
13 O -4.022 -3.909 -1.658
14 O -2.081 2.291 0.326
15 O -1.277 -3.574 -2.778
16 O 2.365 5.156 -2.222
17 N 5.001 5.492 -1.065
18 N 0.082 -3.938 4.497
19 N 1.733 -3.058 -3.126
20 C 5.632 3.409 -2.039
21 C -1.793 -2.950 -1.616
22 C 1.929 -3.000 5.771
23 C -1.850 -2.648 3.787
24 C -2.760 0.089 1.035
25 C 2.509 -3.762 -0.761
26 C 4.237 2.260 2.278
27 C 4.759 4.575 -2.180
28 C 3.262 4.159 -2.333
29 C 2.895 2.794 2.920
30 C -2.094 -5.098 4.073
31 C -1.095 -3.981 3.579
32 C 2.009 -2.597 3.375
33 C -2.961 4.260 -2.170
34 C -0.348 0.617 0.809
35 C 4.516 -0.163 -0.506
36 C -1.763 0.919 0.266
37 C -0.691 -1.144 -5.910
38 C -4.871 -0.193 -2.553
39 C -1.751 3.438 3.471
40 C -1.044 -1.453 3.656
41 C 3.135 -1.569 -1.672
42 C -6.240 -0.314 -3.168
43 C 0.174 -1.523 4.688
44 C -2.768 4.183 -3.723
45 C -2.806 -3.782 -0.886
46 C 0.946 4.845 -2.046
47 C 2.054 -2.630 -1.702
48 C 1.043 -2.791 4.540
49 C -0.455 -0.394 -4.624
50 C -0.639 -4.157 2.172
51 C -1.319 4.436 2.422
52 H 4.057 -2.106 -2.126
53 H -1.685 -0.586 3.831
54 H -2.121 -3.873 -3.216
55 H -1.137 -0.832 -3.887
56 H -2.160 4.883 1.841
57 H 2.669 -1.814 3.710
58 H -2.311 -1.994 -1.837
59 H 2.496 -3.527 3.215
60 H -2.484 -4.765 -0.541
61 H 5.315 2.834 -1.168
62 H 2.779 -0.655 -2.239
63 H -1.422 -4.112 1.391
64 H -5.725 0.063 -5.052
65 H 3.143 3.306 -1.604
66 H 4.538 6.323 -1.350
67 H 3.213 3.748 -3.307
68 H 4.058 2.333 1.196
69 H -2.749 -2.541 3.207
70 H -4.661 0.910 -2.404
71 H -2.097 4.634 -1.624
72 H -2.877 -0.979 0.727
73 H 1.114 -5.332 5.108
74 H 0.915 -3.589 -3.169
75 H -6.982 0.157 -2.514
76 H 4.512 5.161 -0.241
77 H -3.733 3.877 -4.139
78 H -4.176 -0.613 -3.283
79 H 2.522 -3.494 -3.570
80 H -1.583 -6.056 3.996
81 H 5.714 2.712 -2.863
82 H -0.964 -2.795 -0.973
83 H 2.578 -3.803 5.606
84 H -3.025 -3.151 -0.010
85 H 0.775 -0.599 4.572
86 H -0.805 3.168 1.040
87 H 0.523 5.767 -1.647
88 H -2.462 0.046 2.111
89 H -3.819 5.000 -2.022
90 H -0.795 -2.693 -4.857
91 H 3.529 -4.068 -0.975
92 H 1.317 -3.211 6.678
93 H -0.633 -1.316 2.629
94 H 0.798 4.062 -1.304
95 H 6.638 3.741 -1.785
96 H 5.495 -0.598 -0.799
97 H -0.192 1.006 1.787
98 H -0.083 -5.096 1.930
99 H -1.936 2.580 -3.337
100 H -4.503 -3.093 -1.582
101 H 2.992 3.131 3.951
102 H -1.751 0.565 -0.755
103 H -2.017 3.960 4.410
104 H -2.249 -2.672 4.850
105 H 2.299 -3.443 0.239
106 H -1.699 -0.951 -6.289
107 H 4.653 0.129 0.522
108 H -2.460 5.085 -4.342
109 H 4.265 0.674 -1.147
110 H 0.508 4.547 -3.003
111 H -2.321 -4.795 5.114
112 H 1.106 2.522 2.308
113 H 0.353 1.083 0.139
114 H -0.197 -0.436 0.902
115 H -2.644 2.680 -0.828
116 H 1.153 -1.417 -3.878
117 H 1.550 -2.330 2.415
118 H -0.701 5.208 2.834
119 H -0.752 2.981 3.736
120 H 2.543 -2.151 5.868
121 H -2.691 2.481 2.134
122 H 1.164 -2.174 -1.251
123 H -0.714 0.695 -4.641
124 H -3.768 0.563 0.963
125 H -6.551 -1.374 -3.349
126 H -3.001 -5.005 3.498
127 H 2.708 3.687 2.328
128 H -4.330 -0.343 -0.719
129 H -0.253 -1.481 5.683
130 H 1.877 -4.665 -0.875
131 H 3.837 0.423 2.225
132 H 5.013 2.974 2.524
133 H -0.012 -0.894 -6.748
134 H 4.900 5.242 -3.029
135 H 0.113 -3.431 1.928

Atoms 1-6, force components in eV/Å:
0.472 -0.015 0.181
0.528 0.020 0.591
-0.662 -0.559 -0.315
-1.833 -0.242 -0.872
0.230 -0.348 0.063
-0.094 -0.379 -1.688

## Properties
Total charge: -1
E_tot, eV: -71772.239
Kohn-Sham gap, eV: 8.6

Here are the Mulliken charges for atoms 1 to 5, given in e: -0.513 -0.113 -0.642 -0.559 -0.500

Question: Which of these has the highest E_tot?
Answer: C32H81N5O12

Question: Which value of E_tot does entry 3 give?
Answer: -71772.239 eV

Question: Among the records above, which one has the lowest E_tot?
Answer: C32H82BF4N6O10Pd

Question: Which formula does entry 3 have?
Answer: C32H84N3O16